Run w
Density functional theory data (wB97M-V/def2-TZVPD) for a structure of composition C59H111F24N9O18S8.

Positions of all 229 atoms, in Å:
1 C -0.88 0.38 0.04
2 C -2.09 -0.47 -0.08
3 O -2.40 -1.06 -1.12
4 O -2.76 -0.58 1.06
5 H -0.02 -0.31 0.22
6 H -1.01 1.02 0.86
7 H -0.67 0.90 -0.87
8 C 2.88 4.10 -1.53
9 C 3.37 2.75 -2.19
10 C 4.56 2.07 -1.43
11 C 5.81 1.91 -2.38
12 N 7.03 1.32 -1.83
13 C 8.16 1.27 -2.79
14 C 9.14 0.18 -2.23
15 C 8.26 -0.60 -1.23
16 C 6.86 -0.13 -1.47
17 C 7.43 2.07 -0.59
18 C 7.61 3.60 -0.70
19 C 8.33 4.10 0.59
20 H 2.07 4.53 -2.15
21 H 3.73 4.77 -1.47
22 H 2.56 3.89 -0.50
23 H 3.66 3.08 -3.19
24 H 2.54 2.08 -2.36
25 H 4.25 1.06 -1.08
26 H 4.85 2.66 -0.58
27 H 5.99 2.91 -2.79
28 H 5.52 1.28 -3.21
29 H 8.76 2.21 -2.82
30 H 7.75 1.05 -3.75
31 H 9.96 0.51 -1.66
32 H 9.56 -0.41 -3.04
33 H 8.50 -0.40 -0.15
34 H 8.27 -1.64 -1.33
35 H 6.16 -0.23 -0.59
36 H 6.27 -0.47 -2.32
37 H 8.39 1.64 -0.27
38 H 6.78 1.76 0.22
39 H 6.70 4.16 -0.92
40 H 8.38 3.74 -1.53
41 H 7.65 4.23 1.41
42 H 8.76 5.07 0.35
43 H 9.13 3.43 0.90
44 C -0.55 1.91 5.47
45 C -0.80 0.43 5.30
46 C 0.05 -0.17 4.23
47 C -0.50 -1.60 3.97
48 N 0.58 -2.60 3.65
49 C -0.01 -4.04 3.67
50 C 0.49 -4.77 4.89
51 C 1.82 -4.07 5.17
52 C 1.59 -2.63 4.80
53 C 1.26 -2.25 2.37
54 C 2.56 -2.95 2.10
55 C 2.96 -2.84 0.65
56 H 0.41 1.98 6.04
57 H -1.37 2.30 6.11
58 H -0.39 2.37 4.49
59 H -1.81 0.30 4.93
60 H -0.76 -0.08 6.29
61 H 1.12 -0.07 4.52
62 H -0.09 0.48 3.34
63 H -1.14 -1.76 3.12
64 H -1.05 -1.98 4.82
65 H 0.48 -4.52 2.82
66 H -1.10 -4.06 3.57
67 H 0.63 -5.78 4.77
68 H -0.16 -4.71 5.75
69 H 2.64 -4.54 4.56
70 H 2.26 -4.22 6.20
71 H 2.50 -2.11 4.67
72 H 1.03 -2.13 5.59
73 H 1.39 -1.17 2.37
74 H 0.48 -2.37 1.59
75 H 2.59 -4.00 2.37
76 H 3.32 -2.50 2.79
77 H 2.31 -3.41 -0.01
78 H 3.97 -3.17 0.54
79 H 3.02 -1.79 0.41
80 C -6.33 1.09 -2.77
81 C -5.42 1.08 -1.53
82 C -4.84 2.47 -1.24
83 C -4.26 2.46 0.12
84 N -3.77 3.82 0.63
85 C -3.28 3.65 1.96
86 C -4.52 3.55 2.80
87 C -5.43 4.64 2.30
88 C -5.04 4.74 0.84
89 C -2.87 4.48 -0.37
90 C -1.54 3.76 -0.46
91 C -0.63 4.52 -1.44
92 H -6.85 0.16 -3.05
93 H -5.84 1.40 -3.67
94 H -7.00 1.90 -2.49
95 H -4.57 0.37 -1.69
96 H -5.99 0.74 -0.69
97 H -5.57 3.32 -1.39
98 H -4.00 2.67 -1.90
99 H -3.44 1.76 0.17
100 H -4.98 2.12 0.89
101 H -2.58 4.48 2.20
102 H -2.77 2.66 2.01
103 H -4.23 3.65 3.86
104 H -4.91 2.53 2.76
105 H -5.17 5.60 2.77
106 H -6.48 4.48 2.34
107 H -4.74 5.71 0.58
108 H -5.78 4.39 0.17
109 H -2.66 5.52 0.00
110 H -3.46 4.67 -1.26
111 H -1.81 2.79 -0.86
112 H -1.00 3.53 0.46
113 H -0.28 5.46 -0.97
114 H -1.10 4.69 -2.43
115 H 0.25 3.87 -1.63
116 C -5.63 -3.61 -1.40
117 C -5.71 -2.75 -0.15
118 C -5.52 -3.70 1.06
119 N -4.58 -3.26 2.14
120 C -3.21 -3.48 1.56
121 C -4.77 -3.98 3.42
122 C -4.08 -3.11 4.44
123 C -4.10 -1.74 3.85
124 C -4.90 -1.87 2.50
125 H -6.43 -4.34 -1.54
126 H -4.67 -4.18 -1.37
127 H -5.60 -2.98 -2.27
128 H -6.63 -2.18 -0.15
129 H -4.92 -1.93 -0.23
130 H -5.07 -4.64 0.74
131 H -6.53 -3.88 1.45
132 H -2.53 -3.05 2.26
133 H -3.23 -2.90 0.63
134 H -3.00 -4.55 1.49
135 H -4.38 -5.00 3.42
136 H -5.87 -3.89 3.54
137 H -3.10 -3.61 4.66
138 H -4.65 -3.07 5.39
139 H -3.08 -1.44 3.77
140 H -4.63 -1.05 4.50
141 H -4.52 -1.23 1.76
142 H -5.98 -1.85 2.57
143 C -4.01 -0.02 -5.62
144 C -3.29 -0.98 -4.70
145 C -2.22 -1.74 -5.47
146 N -1.51 -2.86 -4.63
147 C -2.51 -3.69 -3.85
148 C -0.46 -2.23 -3.64
149 C 0.93 -2.92 -3.90
150 C 0.55 -4.07 -4.72
151 C -0.67 -3.71 -5.59
152 H -4.59 0.74 -5.13
153 H -4.67 -0.59 -6.29
154 H -3.33 0.40 -6.29
155 H -4.03 -1.65 -4.25
156 H -2.77 -0.55 -3.85
157 H -1.49 -1.03 -5.83
158 H -2.55 -2.30 -6.37
159 H -3.00 -3.00 -3.12
160 H -1.94 -4.46 -3.34
161 H -3.21 -4.16 -4.53
162 H -0.85 -2.33 -2.64
163 H -0.26 -1.19 -3.91
164 H 1.33 -3.27 -2.96
165 H 1.56 -2.10 -4.26
166 H 0.31 -4.99 -4.19
167 H 1.41 -4.37 -5.40
168 H -1.29 -4.53 -5.96
169 H -0.41 -2.96 -6.38
170 C 1.23 6.56 2.22
171 F 1.48 7.87 1.90
172 F 1.36 5.89 1.04
173 F 2.14 6.11 2.99
174 S -0.38 6.32 2.98
175 O -0.55 4.90 3.03
176 O -0.35 6.90 4.29
177 N -1.26 7.04 1.92
178 S -2.51 7.93 2.24
179 O -3.71 7.21 2.14
180 O -2.27 8.82 3.32
181 C -2.62 8.84 0.65
182 F -3.68 9.66 0.63
183 F -1.50 9.57 0.41
184 F -2.82 8.05 -0.43
185 C 2.66 0.60 -7.20
186 F 2.83 1.87 -7.54
187 F 3.11 -0.05 -8.36
188 F 3.45 0.42 -6.16
189 S 0.90 0.12 -6.93
190 O 0.19 0.94 -7.90
191 O 0.86 -1.32 -6.99
192 N 0.46 0.48 -5.42
193 S 0.69 1.90 -4.80
194 O 0.34 1.67 -3.46
195 O 1.91 2.56 -5.14
196 C -0.66 3.01 -5.36
197 F -0.58 4.22 -4.77
198 F -0.61 3.22 -6.62
199 F -1.80 2.52 -4.99
200 C -3.51 -7.90 1.60
201 F -3.14 -8.61 0.56
202 F -4.29 -6.94 1.24
203 F -4.18 -8.72 2.45
204 S -2.02 -7.18 2.60
205 O -2.51 -6.23 3.55
206 O -1.46 -8.43 2.97
207 N -1.30 -6.25 1.59
208 S -0.09 -6.43 0.55
209 O 0.79 -5.33 0.84
210 O 0.38 -7.80 0.44
211 C -0.91 -5.97 -1.02
212 F -2.01 -6.76 -1.28
213 F -1.30 -4.68 -0.93
214 F -0.08 -6.11 -2.09
215 C 7.41 -2.06 2.39
216 F 7.14 -3.03 3.28
217 F 8.72 -2.11 2.20
218 F 6.87 -2.36 1.19
219 S 6.94 -0.40 2.93
220 O 7.58 -0.26 4.21
221 O 7.43 0.42 1.82
222 N 5.38 -0.56 2.87
223 S 4.51 0.38 3.88
224 O 3.41 -0.40 4.41
225 O 5.22 1.27 4.76
226 C 3.74 1.48 2.60
227 F 4.64 2.23 2.04
228 F 3.04 0.83 1.74
229 F 2.87 2.31 3.22

Properties
**Total charge**: 0
**Lowest unoccupied orbital energy**: -0.007 Eh
**Spin multiplicity**: 1
**E_HOMO**: -9.09 eV
**Orbital gap**: 8.905 eV



Run x
Density functional theory data (wB97M-V/def2-TZVPD) for a structure of composition C59H111F24N9O18S8.

Positions of all 229 atoms, in Å:
1 C -2.73 -12.45 27.75
2 C -1.60 -11.54 27.35
3 O -1.67 -11.06 26.18
4 O -0.80 -11.18 28.25
5 H -3.63 -11.86 27.87
6 H -2.51 -12.99 28.67
7 H -3.05 -13.19 27.02
8 C -7.92 -14.91 28.86
9 C -7.20 -13.77 29.61
10 C -7.73 -13.37 30.95
11 C -9.28 -13.08 30.94
12 N -9.80 -12.74 32.41
13 C -11.31 -12.35 32.33
14 C -11.41 -10.82 32.70
15 C -10.22 -10.62 33.60
16 C -9.11 -11.51 33.09
17 C -9.62 -13.89 33.47
18 C -10.29 -15.28 33.10
19 C -10.37 -16.34 34.15
20 H -7.51 -15.16 27.87
21 H -8.93 -14.64 28.57
22 H -7.94 -15.85 29.42
23 H -7.24 -12.96 28.88
24 H -6.15 -14.05 29.75
25 H -7.26 -12.47 31.36
26 H -7.46 -14.18 31.64
27 H -9.94 -13.90 30.66
28 H -9.56 -12.26 30.28
29 H -11.89 -12.94 33.04
30 H -11.78 -12.53 31.36
31 H -12.38 -10.68 33.17
32 H -11.29 -10.18 31.83
33 H -10.40 -10.74 34.66
34 H -9.83 -9.60 33.51
35 H -8.36 -11.85 33.81
36 H -8.53 -11.04 32.31
37 H -10.15 -13.44 34.31
38 H -8.60 -14.05 33.83
39 H -9.72 -15.67 32.26
40 H -11.26 -15.01 32.67
41 H -9.42 -16.57 34.62
42 H -10.71 -17.26 33.67
43 H -11.10 -16.16 34.93
44 C 0.21 -12.04 33.23
45 C 0.15 -11.11 32.03
46 C -0.98 -10.12 32.25
47 C -1.02 -9.14 31.10
48 N -2.31 -8.35 30.93
49 C -1.93 -7.32 29.84
50 C -1.96 -5.93 30.47
51 C -2.83 -6.08 31.65
52 C -2.51 -7.45 32.21
53 C -3.48 -9.27 30.44
54 C -4.81 -8.43 30.26
55 C -5.93 -9.40 29.76
56 H 0.74 -11.57 34.06
57 H 0.88 -12.90 33.15
58 H -0.75 -12.39 33.61
59 H -0.01 -11.59 31.06
60 H 1.07 -10.55 31.94
61 H -1.02 -9.65 33.23
62 H -1.93 -10.63 32.11
63 H -0.79 -9.54 30.11
64 H -0.23 -8.45 31.40
65 H -2.69 -7.45 29.07
66 H -0.94 -7.47 29.39
67 H -2.26 -5.09 29.84
68 H -0.97 -5.60 30.78
69 H -3.89 -6.09 31.38
70 H -2.80 -5.23 32.33
71 H -3.29 -7.94 32.80
72 H -1.56 -7.43 32.76
73 H -3.53 -10.02 31.23
74 H -3.14 -9.88 29.61
75 H -4.59 -7.54 29.67
76 H -5.02 -7.98 31.24
77 H -5.57 -9.81 28.82
78 H -6.87 -8.88 29.53
79 H -6.17 -10.21 30.45
80 C 1.93 -13.18 22.51
81 C 1.86 -12.55 23.93
82 C 2.31 -13.51 25.15
83 C 2.12 -12.89 26.50
84 N 2.51 -13.73 27.73
85 C 2.29 -12.84 28.98
86 C 3.06 -13.49 30.14
87 C 4.12 -14.28 29.42
88 C 3.99 -13.93 27.95
89 C 1.69 -15.10 27.87
90 C 0.18 -14.98 27.75
91 C -0.57 -16.31 27.96
92 H 1.86 -12.41 21.74
93 H 1.13 -13.90 22.34
94 H 2.88 -13.66 22.28
95 H 0.86 -12.24 24.23
96 H 2.50 -11.67 24.05
97 H 3.31 -13.89 24.95
98 H 1.69 -14.40 25.01
99 H 1.07 -12.73 26.75
100 H 2.61 -11.93 26.63
101 H 1.23 -12.76 29.23
102 H 2.64 -11.82 28.83
103 H 2.35 -14.05 30.75
104 H 3.46 -12.70 30.77
105 H 3.93 -15.35 29.55
106 H 5.12 -14.07 29.79
107 H 4.35 -14.72 27.28
108 H 4.54 -13.05 27.61
109 H 1.95 -15.45 28.87
110 H 2.05 -15.80 27.11
111 H -0.15 -14.81 26.73
112 H -0.29 -14.13 28.25
113 H -0.61 -16.76 28.95
114 H -0.10 -17.11 27.39
115 H -1.62 -16.13 27.71
116 C 0.94 -8.02 21.12
117 C 0.64 -8.46 22.58
118 C 1.04 -7.37 23.57
119 N 0.81 -7.66 25.11
120 C -0.69 -7.71 25.45
121 C 1.43 -6.58 26.04
122 C 2.05 -7.39 27.17
123 C 2.10 -8.86 26.82
124 C 1.49 -9.02 25.43
125 H 1.93 -7.67 20.84
126 H 0.22 -7.25 20.84
127 H 0.57 -8.79 20.44
128 H 1.19 -9.37 22.83
129 H -0.41 -8.74 22.66
130 H 0.51 -6.43 23.41
131 H 2.10 -7.14 23.43
132 H -0.91 -7.87 26.51
133 H -1.07 -8.48 24.78
134 H -1.11 -6.73 25.22
135 H 0.62 -5.95 26.39
136 H 2.18 -5.92 25.59
137 H 1.51 -7.27 28.11
138 H 3.04 -6.95 27.27
139 H 1.61 -9.49 27.56
140 H 3.16 -9.12 26.85
141 H 0.75 -9.81 25.33
142 H 2.18 -9.18 24.60
143 C -2.13 -14.20 20.85
144 C -2.40 -13.26 21.99
145 C -3.79 -12.62 21.86
146 N -4.20 -11.69 23.09
147 C -3.25 -10.45 23.27
148 C -4.23 -12.38 24.43
149 C -5.06 -11.49 25.34
150 C -6.07 -10.96 24.36
151 C -5.65 -11.13 22.88
152 H -1.29 -14.86 21.07
153 H -1.88 -13.66 19.94
154 H -2.97 -14.88 20.68
155 H -1.72 -12.41 22.05
156 H -2.30 -13.96 22.82
157 H -4.51 -13.44 21.88
158 H -4.03 -12.02 20.99
159 H -2.31 -10.81 23.68
160 H -3.60 -9.64 23.90
161 H -2.90 -10.10 22.30
162 H -3.26 -12.51 24.90
163 H -4.70 -13.32 24.15
164 H -4.58 -10.71 25.94
165 H -5.60 -12.05 26.10
166 H -6.28 -9.91 24.59
167 H -6.97 -11.53 24.61
168 H -5.71 -10.18 22.35
169 H -6.26 -11.92 22.46
170 C -0.85 -15.83 32.47
171 F -1.99 -15.93 31.85
172 F 0.05 -15.54 31.57
173 F -0.87 -14.86 33.43
174 S -0.20 -17.45 33.34
175 O 0.90 -17.03 34.18
176 O -1.28 -17.99 34.18
177 N 0.14 -18.54 31.95
178 S 1.63 -18.47 31.70
179 O 2.14 -17.17 31.24
180 O 2.51 -19.17 32.68
181 C 1.68 -19.65 30.09
182 F 2.91 -19.67 29.58
183 F 1.44 -20.89 30.48
184 F 0.74 -19.21 29.31
185 C -7.96 -14.27 24.43
186 F -7.47 -13.75 25.54
187 F -9.35 -14.43 24.48
188 F -7.65 -13.49 23.36
189 S -7.26 -16.03 24.12
190 O -7.67 -16.79 25.33
191 O -7.95 -16.44 22.86
192 N -5.65 -15.68 23.89
193 S -4.99 -16.72 24.69
194 O -5.17 -16.58 26.13
195 O -5.01 -18.07 24.20
196 C -3.11 -16.19 24.38
197 F -2.38 -17.04 25.11
198 F -2.81 -16.29 23.06
199 F -2.91 -14.98 24.83
200 C -1.00 -2.42 26.02
201 F -1.88 -1.93 25.17
202 F 0.07 -2.93 25.42
203 F -0.71 -1.39 26.88
204 S -1.76 -3.72 27.12
205 O -0.64 -4.36 27.79
206 O -2.68 -2.99 28.01
207 N -2.53 -4.81 26.07
208 S -4.05 -4.62 26.18
209 O -4.75 -4.74 27.47
210 O -4.57 -3.57 25.29
211 C -4.57 -6.18 25.24
212 F -3.91 -6.35 24.11
213 F -4.28 -7.28 25.99
214 F -5.91 -6.12 24.99
215 C -7.38 -7.61 33.01
216 F -6.45 -6.80 32.59
217 F -8.30 -6.92 33.70
218 F -7.99 -8.22 31.98
219 S -6.57 -8.94 34.22
220 O -5.53 -8.12 34.81
221 O -7.63 -9.36 35.16
222 N -5.99 -10.23 33.24
223 S -4.82 -10.82 34.11
224 O -3.50 -10.22 33.98
225 O -5.17 -11.16 35.49
226 C -4.73 -12.59 33.31
227 F -5.87 -13.22 33.69
228 F -4.68 -12.50 32.00
229 F -3.65 -13.25 33.79

Properties
**Total charge**: 0
**Lowest unoccupied orbital energy**: -0.034 Eh
**Spin multiplicity**: 1
**E_HOMO**: -8.24 eV
**Orbital gap**: 7.326 eV



Stability order, top to bottom: run w, run x